Record 1
ORCA calculation (the ωB97M-V functional and the def2-TZVPD basis) on C41H61N5O6RbSe as an isolated structure in a non-equilibrium geometry.

Structure (XYZ):
```
115
Properties=species:S:1:pos:R:3:forces:R:3:lowdin_charge:R:1
C 4.4559 3.8427 0.9084 -0.219 -0.174 -0.086 -0.076
H 1.8981 3.2527 -1.2943 -0.079 -0.054 -0.080 0.058
O 1.5525 1.0530 -0.8714 0.398 0.232 -0.307 -0.195
C 0.4200 1.8534 5.2388 0.218 -0.018 0.025 -0.050
C 4.0858 -2.8215 -1.7177 -0.001 -0.034 -0.132 -0.146
C 1.8355 1.3948 3.2457 0.008 -0.015 0.150 -0.198
C -5.9365 1.4347 -1.9788 0.262 -0.176 0.058 -0.076
H -4.3315 -1.5987 -2.1193 0.014 -0.087 -0.006 0.067
H -5.8837 2.5654 2.2255 -0.131 -0.022 -0.048 0.080
H -4.4208 0.7652 -4.1299 -0.107 -0.024 -0.146 0.077
H 1.5964 -6.4136 -3.4615 0.019 0.051 0.034 0.084
H -2.9626 0.2784 -3.2493 0.110 -0.020 -0.032 0.060
H -0.2945 1.0982 4.9223 -0.127 -0.065 -0.036 0.069
H -5.3344 3.8686 3.2820 -0.028 0.056 0.069 0.075
H 2.3542 -7.0508 -1.9986 0.006 -0.063 0.094 0.090
C 3.0224 -1.7194 -1.7288 0.070 0.151 0.664 -0.220
C -3.8558 0.8945 -3.2070 -0.033 -0.181 0.119 -0.050
C 3.4796 2.9531 0.1311 0.046 0.043 -0.133 -0.531
H 3.8225 2.3315 4.9655 0.148 0.066 -0.008 0.082
H 5.0267 -3.7412 -3.4809 0.019 -0.036 -0.027 0.109
H 2.2786 0.1880 6.4476 0.003 -0.001 0.155 0.075
H 0.1253 1.2550 -1.5924 -0.019 0.227 -0.378 0.038
Se -0.2336 -0.9083 0.4157 0.386 -0.093 1.018 1.086
H -2.9221 1.2120 4.0685 0.152 -0.091 0.058 0.067
C 1.4105 -6.7233 -2.4352 -0.074 0.321 -0.158 -0.007
N -0.2454 0.1284 -4.5346 -1.472 1.024 1.060 0.022
C 2.5701 2.1075 1.0224 0.139 0.055 -0.214 -0.100
C -3.7453 2.5826 2.5958 -0.085 0.086 0.018 -0.559
C 2.6162 3.8625 -0.7542 0.019 -0.068 0.031 -0.047
H -4.5943 0.8864 3.6324 -0.093 -0.109 0.012 0.087
C 1.0240 0.4379 2.6479 0.080 0.069 -0.037 -0.102
O -2.3291 -1.1436 -1.3899 -0.297 -0.529 -0.661 -0.309
H 0.9952 -7.8110 -0.0746 0.050 -0.100 -0.112 0.104
O 2.7799 -1.3721 -3.0889 -0.114 0.052 -0.163 -0.213
C 0.2170 -5.8183 -0.3667 -0.598 0.124 1.042 -0.150
C 0.8519 -5.5418 -1.6598 0.473 0.345 -0.936 -0.375
C -2.1355 1.0297 1.4616 -0.022 -0.109 -0.202 -0.065
N 0.3328 -0.7901 -5.2241 0.576 0.092 -1.763 -0.563
H 0.1132 2.8089 4.8172 -0.061 0.090 -0.050 0.081
C -5.1915 -0.9359 -2.1301 0.093 0.014 -0.024 -0.047
H -5.0455 3.9719 1.5442 -0.057 0.044 -0.109 0.081
H -2.6171 4.3323 2.0090 0.041 0.098 -0.108 0.084
H -0.7047 -3.8798 -0.3043 -0.013 0.044 0.028 0.088
H 3.3472 -0.8306 -1.1829 -0.165 -0.056 0.025 0.109
H 5.0185 2.5678 -1.3702 0.097 0.135 -0.025 0.075
H 4.8595 1.3089 -0.1362 0.129 -0.079 0.060 0.087
H -6.6051 1.1972 -1.1526 -0.088 0.026 0.101 0.078
C -4.1469 1.5169 0.2826 0.071 0.206 0.373 0.000
H -1.7031 3.2073 3.0060 0.177 -0.027 0.037 0.061
H 0.4435 -0.2516 3.2490 -0.067 0.003 0.001 0.100
H 3.9263 4.5741 1.5148 -0.037 0.099 0.148 0.077
C 3.7704 -1.9882 -3.8799 0.314 -0.172 -0.423 -0.208
C 2.5956 2.2026 2.4034 -0.037 -0.021 0.163 0.010
C 4.0826 -3.2984 -3.1660 0.000 0.184 -0.104 -0.158
H 2.0809 -2.0662 -1.2981 0.170 0.051 0.161 0.047
H -0.1980 -8.1985 2.0130 0.034 -0.055 0.031 0.099
C -1.1267 -6.2700 2.0451 0.109 0.086 -0.164 -0.072
C 2.8071 2.5606 5.2829 -0.169 -0.190 -0.105 -0.072
H 1.4707 2.7598 -5.2986 -0.065 -0.060 0.108 0.105
Rb -0.0715 -1.6673 -2.6931 -0.276 -0.884 1.748 1.078
C -1.8208 0.1333 0.4704 -0.224 -0.013 -0.239 -0.405
H -1.8817 -4.2770 1.8025 -0.041 0.130 0.036 0.113
H -5.0547 2.0934 0.2028 -0.134 0.038 -0.019 0.079
C 0.9343 0.3518 1.2794 -0.172 -0.452 -0.286 -0.400
H -5.8415 -1.1966 -1.2959 -0.120 -0.036 0.090 0.083
H -5.6394 2.4802 -1.9063 -0.022 0.127 0.047 0.077
H -1.3222 2.0874 -1.8196 -0.164 -0.006 -0.339 0.103
N -0.6377 1.5003 -2.2811 -0.156 -0.461 0.854 0.064
H -3.5565 1.9390 -3.1334 0.062 0.164 -0.019 0.078
H 5.0609 -2.4021 -1.4694 0.048 -0.015 0.074 0.109
C -0.5910 -4.8265 0.2057 0.263 -0.065 -0.457 0.003
H -4.2073 2.2491 4.6958 -0.031 0.072 0.165 0.074
C 1.6846 1.1780 0.4021 -0.143 -0.168 0.031 -0.410
C -2.6804 3.6553 2.8581 -0.164 -0.140 -0.017 -0.049
H 3.2695 -4.0050 -3.3280 -0.029 -0.059 -0.065 0.098
N 0.9218 1.9353 -5.4848 0.057 -0.124 0.166 0.180
H 0.7077 -7.5541 -2.4327 0.035 -0.080 0.059 0.083
H 0.3799 1.9277 6.3252 -0.011 0.001 0.179 0.077
H 3.2443 -0.1256 4.9954 0.127 -0.066 -0.001 0.086
H 3.8546 -3.6136 -1.0109 -0.019 -0.027 0.124 0.108
H 5.1035 3.2507 1.5509 0.095 -0.059 0.139 0.081
H 2.5349 3.5494 4.9192 0.027 0.123 -0.053 0.082
H 3.2363 4.4077 -1.4679 0.089 0.096 -0.069 0.075
H 2.7842 2.5832 6.3725 0.000 -0.004 0.092 0.076
H 2.0751 4.5803 -0.1393 -0.053 0.115 0.052 0.084
H 0.2237 3.0591 -3.3840 -0.058 -0.428 0.059 0.159
H -2.9332 4.2337 3.7463 -0.010 0.106 0.143 0.077
O 1.3931 -0.6032 -5.8168 1.310 0.080 -0.783 -0.004
C -3.3459 1.7145 1.4093 -0.114 0.189 -0.077 -0.200
H 1.3711 1.2089 -6.0443 0.005 0.288 0.078 0.083
H -5.7391 -1.0783 -3.0618 -0.140 0.027 -0.135 0.075
H 5.0873 4.3871 0.2056 0.028 0.034 -0.075 0.076
H 3.2439 2.9406 2.8469 0.117 0.091 0.084 0.082
H 4.6763 -1.3571 -3.9184 -0.122 -0.061 -0.028 0.127
C -2.6775 -0.1907 -0.6254 0.028 0.500 0.842 -0.494
H 3.6462 1.4494 -1.4136 -0.017 -0.052 -0.013 0.063
H 1.5665 -0.6447 5.0660 -0.074 -0.109 -0.019 0.072
O -0.2098 -1.8751 -5.2475 -0.646 -1.189 -0.612 -0.088
N -0.1144 2.0946 -3.4079 0.431 0.666 -0.392 0.020
C -0.3101 -7.2517 1.5035 -0.070 -0.144 0.234 -0.089
C -3.8737 1.6768 3.8304 -0.030 0.186 -0.113 -0.050
H -6.4909 1.3096 -2.9100 -0.025 -0.044 -0.065 0.076
C -3.8442 0.6306 -0.7380 0.090 -0.202 -0.323 -0.112
C 0.3553 -7.0347 0.3150 0.104 0.289 -0.411 -0.038
C 1.8368 1.4965 4.7643 0.014 0.030 0.114 -0.560
C 4.3068 2.0113 -0.7585 -0.077 0.023 -0.043 -0.050
C 2.2546 0.1429 5.3589 -0.040 0.200 -0.023 -0.054
C -1.2547 -5.0524 1.3916 -0.183 -0.067 0.265 -0.051
C 0.2303 1.3629 -4.4609 0.303 0.857 -0.515 -0.376
C -4.7091 0.5122 -1.9891 -0.150 0.012 -0.106 -0.535
C -5.0884 3.2894 2.3915 0.224 -0.133 0.015 -0.075
H -1.4341 1.1930 2.2699 0.002 -0.020 0.072 0.090
H -1.6526 -6.4548 2.9708 -0.037 0.016 0.054 0.102
H 3.3770 -2.1032 -4.8908 -0.001 0.033 0.053 0.115
O 0.9176 -4.4123 -2.1277 -0.077 -0.726 0.358 0.007
```
Positions in Å, forces in eV/Å.

- charge = -1
- orbital gap (eV) = 5.33
- strongest force on any atom (eV Å⁻¹) = 2.1
- E_HOMO (hartree) = -0.127
- lowest unoccupied orbital energy (eV) = 1.871


Record 2
ORCA calculation (the ωB97M-V functional and the def2-TZVPD basis) on a 10-piece molecular cluster, C41H62BN9O overall in a non-equilibrium geometry.

Structure (XYZ):
```
114
Properties=species:S:1:pos:R:3:forces:R:3:lowdin_charge:R:1
H -1.5595 2.1495 1.3796 0.946 -2.299 -0.344 0.130
H 3.0765 -0.9065 1.7596 -0.571 0.149 -2.100 0.145
C -4.0145 -4.5465 -4.0014 3.528 3.439 1.577 -0.103
N 3.5265 3.2925 1.2346 -1.647 0.996 -0.635 -0.042
C -2.0785 0.5625 -3.4994 -3.085 0.717 4.028 -0.100
C 3.0775 -2.9025 -4.0934 -2.396 -3.038 -2.152 -0.139
H -0.6765 1.5285 3.6376 -0.775 0.330 -0.215 0.068
C 3.5785 -3.3745 -1.8674 -3.050 -2.597 -0.810 -0.145
H -1.0335 -1.8655 2.8476 0.589 -0.754 -0.414 0.128
H -1.2865 -2.4985 -3.0444 2.066 2.370 0.455 0.010
H -6.9605 -2.1895 0.8286 -2.214 1.143 0.761 -0.003
H -2.3955 4.9025 1.8986 -0.560 0.313 -2.678 0.023
H -3.3305 3.5365 -2.4534 0.195 1.097 -0.022 0.060
C 3.1285 2.3385 -4.9604 -2.516 -2.756 -3.371 -0.050
C -0.8375 0.0205 2.0246 -1.916 1.630 2.777 -0.423
H 3.5335 3.1595 -4.3494 -0.141 -0.718 -0.588 0.054
H 4.7095 -2.0745 -2.7844 -1.878 -1.242 -2.146 0.194
H -2.6905 0.9175 1.3586 -0.724 -1.045 0.058 0.092
C -1.3275 -1.3955 1.9056 2.594 -1.208 -0.793 -0.098
C 4.1375 3.1485 0.0226 -6.519 2.374 -2.921 -0.063
H 1.1095 -2.2155 -0.5074 -0.553 -1.585 -0.851 0.080
H 1.3425 1.9305 5.2276 0.133 -0.253 0.063 0.059
H 1.0815 -2.7315 1.1976 0.324 -0.239 0.455 0.120
C -2.1565 4.6865 2.8616 1.172 -2.251 5.200 -0.070
H -1.4455 0.0705 -4.2414 -0.368 -0.012 0.479 0.084
H -3.3485 -6.2945 -3.0354 0.313 -0.155 0.029 0.131
C 0.6215 -2.1215 0.4446 -0.301 3.612 -0.066 -0.036
H 0.2475 -3.7085 4.2416 -0.516 -0.291 -0.567 -0.100
H 4.2005 -3.2045 -0.9494 -0.882 -0.380 -1.203 0.112
H 5.1075 2.7625 -0.0264 1.219 -0.251 -0.277 0.067
C -0.9435 -2.1205 0.6056 2.962 3.428 -2.285 -0.127
C 1.9435 0.2515 -5.6044 3.161 6.970 2.961 -0.097
C -3.0465 2.5265 -2.4974 0.702 -6.583 0.371 -0.068
H 1.7645 -2.3695 4.3206 0.815 0.734 -1.246 -0.130
C 2.4365 1.0785 -4.4674 0.121 -0.817 -0.803 -0.093
H -4.9105 -3.3705 2.4206 0.149 -0.375 4.150 -0.001
H -3.9065 -2.2645 -4.4584 0.450 -0.302 0.121 0.059
H -6.0565 -2.5705 -1.8494 -1.310 0.724 -2.833 0.047
H 0.5865 -2.4225 5.7336 -1.019 0.696 0.674 -0.114
C -1.9785 -3.1945 -3.2654 -6.784 -8.018 -1.806 -0.012
C -1.8925 -4.6475 -2.8654 -5.958 5.042 -3.406 -0.056
H -0.1025 5.9415 3.3686 -0.772 -0.392 -0.552 0.071
C 2.1905 3.8155 1.2806 -0.003 -1.015 -4.145 -0.080
N -2.0655 1.9735 -3.4604 -1.385 0.763 -0.259 -0.053
C 2.2875 2.3385 4.9186 5.638 1.314 -1.650 -0.035
H -4.1035 -3.9755 -1.7694 -0.133 0.859 1.669 0.094
H 0.8935 4.2215 -0.6344 0.390 -0.006 0.520 0.070
H -3.7295 3.2665 3.8976 -6.063 -3.627 -0.514 0.019
H 1.8295 0.8915 -7.4744 -2.043 -1.237 -5.528 0.064
H 1.7825 -3.8645 5.5886 -0.312 0.072 -0.657 -0.064
C -1.0185 0.5035 3.5046 0.470 -0.281 -0.367 0.003
C -6.0455 -2.5295 0.5426 7.062 -4.426 -2.998 0.000
H -3.0245 -4.3665 0.3436 -0.081 -0.029 0.714 0.073
H -2.7785 3.4885 5.7336 -0.481 -0.711 2.665 0.092
H -2.3225 -1.5895 1.8396 -3.517 0.956 0.491 0.081
N 4.4915 2.6345 4.1816 0.918 -1.178 1.495 -0.085
C -3.6355 1.3745 -1.7344 6.939 -0.246 -8.502 -0.013
H 3.0165 0.2765 0.4866 2.160 5.232 -0.846 -0.007
H -0.2925 -0.0215 4.0516 0.919 -1.192 1.181 0.058
C 4.0675 3.9105 4.4476 -3.094 0.365 -0.562 -0.158
C -5.6055 -2.8695 -1.0034 -1.190 1.035 9.791 -0.089
C 2.0905 -3.9745 -3.5864 2.812 2.841 1.115 -0.098
C 3.0315 3.5895 -1.0594 0.855 -0.924 8.127 -0.026
C -1.2105 4.8825 5.0266 -1.175 -1.727 -3.355 -0.078
H -1.1525 -3.0985 0.6296 -1.334 -3.627 0.476 0.040
H -1.4525 -1.7465 -0.3924 0.760 -0.195 2.173 0.143
H 1.2515 -4.4355 -4.0774 0.076 0.194 -0.459 0.055
N -3.1505 -5.3265 -3.2134 2.084 2.749 -0.939 -0.049
H 3.2755 -2.5245 -5.2864 -0.456 -1.082 4.143 0.161
H 3.1175 3.7065 -2.0874 0.208 -0.085 -1.492 0.008
H -2.0065 0.2345 3.9636 0.782 0.521 -0.934 0.129
H 2.2775 0.6825 -3.3734 0.715 1.241 -2.341 0.080
H -4.2045 1.4975 -0.9414 -2.863 0.220 3.464 0.006
B 1.0445 -3.1075 4.8896 0.918 -0.840 1.365 -0.513
H -3.3485 -0.7835 -2.2634 -3.289 -9.541 1.499 -0.078
H 0.9815 1.1875 -0.7644 0.325 4.784 0.920 0.034
C 2.7395 -0.6365 0.6696 -0.263 -5.199 2.590 -0.013
C 2.9265 2.2895 -6.4924 -1.127 -2.851 6.334 -0.048
N -2.2955 3.9365 5.0366 1.789 2.842 -4.628 -0.018
H -1.5685 2.5565 -4.2554 -1.545 -1.666 2.532 0.185
H 3.9615 0.5825 4.8636 -0.412 1.467 -0.974 0.126
C -3.9415 -3.8025 0.3926 -4.704 2.296 0.811 -0.074
H -0.8015 5.1705 6.0086 0.137 -0.257 -0.953 0.093
N -4.4965 -3.5505 -0.8834 2.495 -1.621 -0.378 -0.071
C -3.0135 0.0535 -2.3814 4.783 15.164 -3.514 -0.003
C -2.9385 3.7705 3.7606 10.538 7.744 0.154 -0.048
H 5.4085 2.3225 3.8986 0.254 0.597 0.271 0.142
H -1.3425 0.6835 0.2416 -0.458 0.363 -2.597 0.034
C 3.6505 1.6375 4.6036 -5.028 1.654 0.979 -0.078
H 1.4645 3.8615 2.1986 2.103 -0.083 -1.874 0.105
C 0.9895 0.2025 -0.7794 1.182 -4.328 -0.174 0.019
N 2.2115 1.0945 -6.6714 2.451 0.960 3.979 -0.047
C -3.3905 -3.1275 -4.0354 1.260 -4.459 1.867 -0.035
H 4.7205 4.8605 4.4366 -1.188 -2.017 -0.363 0.131
H 3.2365 -1.2845 -0.1294 -1.097 0.534 1.268 0.101
C 1.2295 -0.6025 0.5336 -0.750 -2.243 -0.864 -0.382
H 0.1445 -0.0665 -1.2754 -3.243 -0.903 -0.891 0.040
C 2.3745 -4.2165 -2.1804 1.440 1.776 -1.119 -0.102
O 1.3825 0.9545 2.1456 -3.881 -2.442 -0.698 0.164
C -1.6405 0.9875 1.1856 0.453 2.919 0.538 -0.001
C 2.6105 3.7825 4.6986 2.915 0.553 2.221 -0.134
H 1.6785 -0.0805 -1.5824 0.748 -0.223 0.758 0.086
H -1.1815 -5.1785 -2.4104 2.632 -1.801 1.829 0.037
C -4.9485 -3.2005 1.4476 -0.111 0.542 -11.533 -0.008
H 1.4275 -0.6475 -5.5874 -0.834 -1.290 -0.412 0.064
C 1.8535 3.9365 -0.1904 2.989 -0.837 1.329 -0.107
H 1.6825 -4.8855 -1.5754 1.559 1.099 -0.502 0.100
H 3.1645 2.8825 -7.3374 0.198 0.519 -0.288 0.078
N 0.5865 0.1295 1.6336 4.276 3.236 1.165 0.073
H 4.1265 3.3165 2.0196 0.096 -0.287 1.201 0.074
H -4.9105 -5.0745 -4.3754 0.534 1.053 0.142 0.106
N 3.9165 -2.7665 -3.0544 2.758 2.432 3.117 -0.091
C -0.9205 5.2395 3.5686 -4.532 -2.038 4.597 -0.054
H 2.1955 4.7905 5.1536 -0.015 -2.585 -1.257 0.112
```
Positions in Å, forces in eV/Å.

- charge = 0
- orbital gap (eV) = 4.15
- strongest force on any atom (eV Å⁻¹) = 16.3
- E_HOMO (hartree) = -0.247
- lowest unoccupied orbital energy (eV) = -2.563